1.
Formula: C5H10N2
Source: OMol25
Level of theory: ωB97M-V/def2-TZVPD

Summary:
- HOMO energy (hartree) = -0.31077
- energy relative to the best compared isomer or geometry (same formula, charge and spin) (kcal/mol) = 78.3
- gap between HOMO and LUMO (eV) = 9.352

Structure (ORCA input):
```
! RIJCOSX wB97M-V def2-TZVPD def2/J DEFGRID3
* xyz 0 1
C 1.18900 -1.17416 1.19103
C 1.07675 -1.07643 -0.31351
N -0.17166 -1.32864 -1.04237
C 0.42619 0.00287 -1.09774
C -0.29375 1.23761 -0.58506
C -2.49169 1.44276 0.59933
N -1.25052 1.02123 0.50483
H 1.31947 -2.22245 1.48071
H 0.31066 -0.80920 1.73132
H 2.06099 -0.61856 1.55332
H 1.92909 -1.54229 -0.80909
H -0.96223 -1.31654 -0.39752
H 0.88490 0.22009 -2.06328
H 0.43143 2.01072 -0.30056
H -2.67433 2.00323 -0.34711
H -0.89531 1.63805 -1.40699
H -0.88898 0.51171 1.30269
*
```

2.
Formula: C5H10N2
Source: OMol25
Level of theory: ωB97M-V/def2-TZVPD

Summary:
- HOMO energy (spin up / spin down) (hartree) = -0.23106 / -0.23104
- energy relative to the best compared isomer or geometry (same formula, charge and spin) (kcal/mol) = 206.4
- gap between HOMO and LUMO (spin up / spin down) (eV) = 7.146 / 7.144

Structure (ORCA input):
```
! RIJCOSX wB97M-V def2-TZVPD def2/J DEFGRID3
* xyz 0 1
C -2.34282 1.25403 0.03695
N -1.36793 0.21326 -0.22156
C 0.13699 -0.50166 0.52525
N 0.00088 -1.88094 0.57667
C 0.18243 0.49889 -0.40479
C 1.76864 -0.33047 -0.54175
C 2.85726 0.07694 0.12824
H -1.64430 -0.46323 -0.93042
H 0.07144 -2.30661 1.49067
H -0.73295 -2.33143 0.03061
H 0.31820 1.56947 -0.28927
H 2.05794 -1.02623 -1.33652
H -2.15868 2.12844 -0.59497
H -3.33821 0.91758 -0.26799
H -2.34365 1.56477 1.08539
H 3.85517 -0.19229 -0.19923
H 2.67959 0.80948 0.91274
*
```

3.
Formula: C5H10N2
Source: OMol25
Level of theory: ωB97M-V/def2-TZVPD

Summary:
- HOMO energy (hartree) = -0.28378
- energy relative to the best compared isomer or geometry (same formula, charge and spin) (kcal/mol) = 128.4
- gap between HOMO and LUMO (eV) = 8.691
- SMILES string = C1CN[C@@H]2C[C@@H]2N1

Structure (ORCA input):
```
! RIJCOSX wB97M-V def2-TZVPD def2/J DEFGRID3
* xyz 0 1
C -0.47411 -0.12080 1.45542
C 0.65884 0.90789 0.91467
N 1.52520 0.26981 -0.18107
C 0.62527 -0.21998 -1.29041
C -0.70661 0.55397 -1.36933
C -0.57146 -0.96703 -0.72063
N -0.79065 -1.19678 0.61949
H -0.03644 -0.49274 2.59244
H -1.32006 0.60220 1.64610
H 1.18135 1.63524 1.81679
H 0.33238 1.70797 0.24241
H 2.29064 -0.37529 0.33142
H 1.01796 -0.49279 -2.40057
H -0.55037 1.37988 -0.77175
H -1.30785 0.38840 -2.33054
H -1.41939 -1.40565 -1.45832
H -0.45469 -2.17430 0.90388
*
```

4.
Formula: C5H10N2
Source: OMol25
Level of theory: ωB97M-V/def2-TZVPD

Summary:
- HOMO energy (spin up / spin down) (hartree) = -0.28283 / -0.34045
- energy relative to the best compared isomer or geometry (same formula, charge and spin) (kcal/mol) = 94.3
- gap between HOMO and LUMO (spin up / spin down) (eV) = 6.913 / 9.250

Structure (ORCA input):
```
! RIJCOSX wB97M-V def2-TZVPD def2/J DEFGRID3
* xyz 0 1
C -0.91746 0.49157 -0.18307
C -2.02201 0.07983 -1.06603
C 2.11419 0.57881 0.22701
C 1.11609 -0.50106 -0.06293
C -0.28594 -0.38413 0.77320
N 1.40118 -1.47992 -0.80676
N -0.06463 0.11935 2.05692
H -0.60511 1.52946 -0.15953
H 0.64867 -2.15996 -0.90691
H -0.82160 0.76813 2.28134
H -0.65812 -1.41898 0.73849
H -1.87498 -0.95874 -1.38962
H -2.97637 0.08292 -0.51800
H -2.13882 0.72977 -1.93371
H 1.63837 1.55823 0.28420
H 2.88757 0.57061 -0.53965
H 2.55898 0.39409 1.20503
*
```

5.
Formula: C5H10N2
Source: OMol25
Level of theory: ωB97M-V/def2-TZVPD

Summary:
- HOMO energy (hartree) = -0.29810
- energy relative to the best compared isomer or geometry (same formula, charge and spin) (kcal/mol) = 78.1
- gap between HOMO and LUMO (eV) = 9.088

Structure (ORCA input):
```
! RIJCOSX wB97M-V def2-TZVPD def2/J DEFGRID3
* xyz 0 1
C -2.57250 0.48194 0.07108
C -1.54987 -0.37223 -0.57393
N -0.44088 0.22229 -0.96214
C 0.67517 -0.70225 -1.11543
C 1.54980 -0.76026 0.13264
C 1.97453 0.44342 0.88274
N 0.99268 -0.48065 1.44806
H -3.55244 0.27936 -0.36825
H -2.38367 1.56495 0.14406
H -2.62093 0.05998 1.08668
H 0.06896 -1.61781 -1.16802
H -0.27147 1.23533 -0.97890
H 1.28441 -0.52188 -2.01138
H 2.21888 -1.61946 0.12778
H 2.93119 0.46083 1.40058
H 1.64027 1.42049 0.53148
H 0.05588 -0.09404 1.35297
*
```

6.
Formula: C5H10N2
Source: OMol25
Level of theory: ωB97M-V/def2-TZVPD

Summary:
- HOMO energy (hartree) = -0.71686
- energy relative to the best compared isomer or geometry (same formula, charge and spin) (kcal/mol) = 73.3
- gap between HOMO and LUMO (eV) = 10.862

Structure (ORCA input):
```
! RIJCOSX wB97M-V def2-TZVPD def2/J DEFGRID3
* xyz 2 1
C 2.50708 -0.38580 0.42913
C -1.36950 -0.07947 0.17357
C 4.74670 0.40627 -0.32744
C -3.85384 0.53926 0.20376
C -1.83467 -1.03694 -0.86028
N 3.53717 0.02193 0.08624
N -2.61009 0.09394 -0.14514
H 1.46148 -0.61441 0.83834
H 5.54053 0.27462 0.51179
H 5.10436 -0.05521 -1.21938
H 4.75948 1.57050 -0.56085
H -3.66544 1.40197 0.79502
H -4.43679 -0.07446 0.94734
H -4.51372 0.84594 -0.64576
H -0.71520 0.18859 0.87300
H -1.56591 -0.74871 -1.97074
H -2.12994 -2.00651 -0.70670
*
```

7.
Formula: C5H10N2O
Source: OMol25
Level of theory: ωB97M-V/def2-TZVPD

Summary:
- HOMO energy (hartree) = -0.32850
- energy relative to the best compared isomer or geometry (same formula, charge and spin) (kcal/mol) = 53.1
- gap between HOMO and LUMO (eV) = 9.496
- SMILES string = [H]/N=C\C(=C)N.CC=O

Structure (ORCA input):
```
! RIJCOSX wB97M-V def2-TZVPD def2/J DEFGRID3
* xyz 0 1
H -0.61796 -1.93410 -0.63004
N -1.32345 -1.49667 -1.22759
C -1.65770 -0.32757 -0.89805
C -1.18905 0.50033 0.23250
C -1.45913 1.81009 0.26261
N -0.37952 -0.11948 1.19421
H -2.38581 0.17064 -1.53640
H -1.10884 2.45077 1.05640
H -1.98524 2.28531 -0.54755
H -0.38084 -1.19129 1.24299
H -0.31628 0.38398 2.06864
C 1.89606 -0.01196 -0.71525
C 1.62253 -0.77456 0.54676
O 1.25323 -1.96544 0.57349
H 1.55603 1.01903 -0.60825
H 2.97353 0.00085 -0.88463
H 1.38467 -0.46326 -1.56398
H 2.11776 -0.33668 1.43415
*
```

8.
Formula: C5H10N2O
Source: OMol25
Level of theory: ωB97M-V/def2-TZVPD

Summary:
- HOMO energy (hartree) = -0.26547
- energy relative to the best compared isomer or geometry (same formula, charge and spin) (kcal/mol) = 90.3
- gap between HOMO and LUMO (eV) = 8.077

Structure (ORCA input):
```
! RIJCOSX wB97M-V def2-TZVPD def2/J DEFGRID3
* xyz 0 1
C 1.72910 -0.08972 1.27667
C 0.29095 -0.26828 -0.80438
C -0.83466 0.90648 -0.46668
N -0.52507 1.95472 0.35796
N -2.19916 -1.15059 -0.53822
C -1.28795 -0.30334 0.09670
C 1.46837 -0.40417 -0.15838
O 0.19298 -0.75897 -2.08816
H -0.41197 -0.16311 -2.55064
H -0.64637 1.90478 1.36360
H 0.06985 2.67919 -0.00531
H -2.28848 -0.99285 -1.53340
H -2.04585 -2.13760 -0.36895
H -1.25189 -0.46386 1.17984
H 2.31080 -0.72335 -0.76231
H 1.66237 0.98715 1.47753
H 1.03248 -0.58205 1.95941
H 2.73449 -0.39443 1.56472
*
```

9.
Formula: C5H10N2O
Source: OMol25
Level of theory: ωB97M-V/def2-TZVPD

Summary:
- HOMO energy (hartree) = -0.32466
- energy relative to the best compared isomer or geometry (same formula, charge and spin) (kcal/mol) = 188.3
- gap between HOMO and LUMO (eV) = 9.185

Structure (ORCA input):
```
! RIJCOSX wB97M-V def2-TZVPD def2/J DEFGRID3
* xyz 0 1
C -2.09397 -0.12922 -0.73054
C -0.61943 -1.85583 -0.28318
C 1.37481 -0.85980 0.62148
C 0.74826 0.22468 -0.11801
C 0.49965 1.80155 0.45908
H -2.59146 -0.15144 0.53583
H -2.95157 -0.08237 -1.33865
H -1.20176 0.73658 -0.78544
H -0.51127 -2.86204 0.04860
H 1.42584 -0.27408 1.76068
H 2.03529 -1.49339 0.11863
H 0.96164 0.29385 -1.14418
H 0.57963 1.74033 1.54636
H -0.45157 1.86923 0.06549
H 1.47058 3.57448 0.30057
N -1.72520 -1.65293 -1.00993
N -0.06902 -0.93569 0.44109
O 1.79228 2.46011 0.39762
*
```

10.
Formula: C5H10N2O
Source: OMol25
Level of theory: ωB97M-V/def2-TZVPD

Summary:
- HOMO energy (spin up / spin down) (hartree) = -0.25201 / -0.25211
- energy relative to the best compared isomer or geometry (same formula, charge and spin) (kcal/mol) = 194.6
- gap between HOMO and LUMO (spin up / spin down) (eV) = 7.750 / 7.752

Structure (ORCA input):
```
! RIJCOSX wB97M-V def2-TZVPD def2/J DEFGRID3
* xyz 0 1
C 0.25736 -0.93997 -0.12534
C -2.26422 0.20024 0.89493
N -1.75958 -0.63125 -0.17161
C 0.63685 0.36078 -0.25456
C 2.58402 -0.50108 -0.06805
C 0.55884 1.63570 -0.49062
O -2.22550 0.02318 -1.37455
N 3.01728 -0.78466 1.06984
H -2.41334 -0.71580 -1.96909
H 4.03850 -0.89459 1.13458
H 0.34057 -1.57577 -1.00085
H 0.28901 -1.39392 0.85956
H 3.18231 -0.37988 -0.98808
H -3.35968 0.12790 0.94552
H -1.85750 -0.16604 1.84031
H -2.02113 1.26775 0.79051
H 1.42626 2.28368 -0.52705
H -0.43006 2.08373 -0.56544
*
```

11.
Formula: C5H10N2O
Source: OMol25
Level of theory: ωB97M-V/def2-TZVPD

Summary:
- HOMO energy (hartree) = -0.32101
- energy relative to the best compared isomer or geometry (same formula, charge and spin) (kcal/mol) = 120.2
- gap between HOMO and LUMO (eV) = 9.654
- SMILES string = [H]/N=C/[C@@H](C)C(=C)ON

Structure (ORCA input):
```
! RIJCOSX wB97M-V def2-TZVPD def2/J DEFGRID3
* xyz 0 1
H 1.78714 -3.06337 -0.62202
N 1.21500 -2.24705 -0.87045
C 0.83161 -1.59248 0.14802
C -0.39456 -0.34662 -0.05206
C -1.47605 -0.61276 0.97295
C 0.45652 0.78568 0.15185
C 1.61982 1.20560 0.60896
O -0.69450 1.95639 -0.16884
N -0.96678 2.13178 -1.55648
H 1.15084 -1.82489 1.17763
H -0.70295 -0.49596 -1.08781
H -1.78336 -1.66212 0.95288
H -1.13872 -0.36671 1.98291
H -2.34523 0.01033 0.74749
H 1.82678 2.27131 0.62665
H 2.44096 0.53373 0.82656
H -0.12305 1.85452 -2.05893
H -1.70348 1.46262 -1.77931
*
```

12.
Formula: C5H10N2O
Source: OMol25
Level of theory: ωB97M-V/def2-TZVPD

Summary:
- HOMO energy (hartree) = -0.32299
- energy relative to the best compared isomer or geometry (same formula, charge and spin) (kcal/mol) = 169.1
- gap between HOMO and LUMO (eV) = 9.085

Structure (ORCA input):
```
! RIJCOSX wB97M-V def2-TZVPD def2/J DEFGRID3
* xyz 0 1
C -0.67345 -2.11172 -0.03505
N 1.05354 -0.03297 -1.04198
N 1.03406 1.21842 -0.53499
C -0.74656 -0.69794 -0.51803
C 0.45012 1.33971 0.73015
C -1.70706 -0.23665 -1.31522
C 0.79668 2.13730 1.72335
O 1.91493 -0.81194 -0.26876
H 1.80132 -0.57560 0.67511
H 0.86408 1.93157 -1.23381
H -0.40815 0.32765 0.51885
H -1.52482 -2.69773 -0.38832
H 0.23429 -2.59655 -0.40033
H -0.64398 -2.15353 1.05868
H -1.71642 0.79623 -1.64368
H -2.55935 -0.84386 -1.59842
H 1.61623 2.84440 1.64072
H 0.21452 2.16321 2.63175
*
```

13.
Formula: C5H10N2O
Source: OMol25
Level of theory: ωB97M-V/def2-TZVPD

Summary:
- HOMO energy (hartree) = -0.35304
- energy relative to the best compared isomer or geometry (same formula, charge and spin) (kcal/mol) = 12.1
- gap between HOMO and LUMO (eV) = 10.443
- SMILES string = [H]/N=C(\C)CC(=O)NC

Structure (ORCA input):
```
! RIJCOSX wB97M-V def2-TZVPD def2/J DEFGRID3
* xyz 0 1
H 3.14090 -1.10718 1.07445
N 2.20597 -0.75791 1.31795
C 1.73911 0.01056 0.39045
C 2.50843 0.29405 -0.87310
C 0.33680 0.66070 0.60401
C -0.67746 0.05359 -0.30505
O -0.49000 -0.45767 -1.39221
N -1.96828 0.18921 0.31881
C -3.10685 -0.57918 -0.12505
H 3.56787 0.05313 -0.74625
H 2.11014 -0.30878 -1.69251
H 2.41591 1.35230 -1.13179
H 0.08364 0.50977 1.65826
H 0.42544 1.72765 0.38208
H -2.07376 0.68413 1.19585
H -3.30634 -1.37312 0.60094
H -3.98157 0.07515 -0.17000
H -2.92994 -1.02641 -1.10685
*
```

14.
Formula: C5H10N2O
Source: OMol25
Level of theory: ωB97M-V/def2-TZVPD

Summary:
- HOMO energy (hartree) = -0.28218
- energy relative to the best compared isomer or geometry (same formula, charge and spin) (kcal/mol) = 86.2
- gap between HOMO and LUMO (eV) = 8.640
- SMILES string = C=CNO/C(C)=C/N

Structure (ORCA input):
```
! RIJCOSX wB97M-V def2-TZVPD def2/J DEFGRID3
* xyz 0 1
C 0.90941 -2.58430 1.23905
C 0.99937 -1.61330 0.33232
N 0.32062 -1.62178 -0.92237
O 0.24119 -0.37087 -1.55223
C -0.26765 0.67713 -0.80312
C 0.15384 1.99866 -1.37253
C -0.83103 0.49695 0.40600
N -1.08340 1.55410 1.29866
H 1.68171 -2.73595 1.97025
H 0.10619 -3.30149 1.22259
H 1.83691 -0.92869 0.32116
H -0.59379 -2.06597 -0.89160
H -0.69928 2.67149 -1.45381
H 0.90404 2.47731 -0.74448
H 0.58389 1.82996 -2.35514
H -1.28760 -0.43759 0.70655
H -1.99511 1.49220 1.73056
H -0.97931 2.46213 0.86814
*
```